(1)
Computed, not measured: a molecular structure, C36H66AsN9O2PbSi6, with the ωB97M-V functional and the def2-TZVPD basis.

Positions of all 121 atoms, in Å:
Pb: 0.07397 1.25635 0.32381
O: 3.66699 3.73099 -1.08247
C: 2.93740 2.83183 -0.70121
N: 1.67071 2.56633 -1.10949
C: 1.23503 3.00342 -2.32208
O: 1.90892 3.19209 -3.31913
C: -0.26064 3.25912 -2.38347
C: -0.75518 3.91208 -3.50720
C: -2.09679 4.24295 -3.55991
C: -2.90219 3.91452 -2.47849
C: -2.33027 3.25926 -1.40259
N: -1.04165 2.93103 -1.35242
C: 3.41262 1.94639 0.42882
C: 4.76271 1.96349 0.75185
C: 5.21922 1.17625 1.79366
C: 4.30228 0.40509 2.49122
C: 2.97610 0.44179 2.09875
N: 2.53452 1.18796 1.08738
H: -0.06202 4.15009 -4.30089
H: -2.50315 4.75611 -4.42164
H: -3.95595 4.15865 -2.46502
H: -2.92339 2.99665 -0.53380
H: 5.41906 2.59074 0.16647
H: 6.26835 1.16134 2.05723
H: 4.59369 -0.21799 3.32518
H: 2.22597 -0.14431 2.60489
C: -4.07376 0.50963 0.81662
Si: -3.20709 1.03346 2.42613
C: -4.37555 0.34661 3.76895
C: -3.46614 2.92317 2.43625
C: -1.39338 0.56644 2.59072
Si: -1.19914 -1.23998 3.05625
C: 0.57335 -1.93907 3.01910
C: -1.79528 -1.69069 4.81037
C: -2.03242 -2.47791 1.86823
Si: -0.66306 1.71650 3.85253
C: 1.05285 1.38187 4.61117
C: -1.69105 2.08666 5.41464
C: -0.33566 3.38364 2.94368
C: -0.46141 4.60810 3.59833
C: -0.18624 5.79651 2.94650
C: 0.25361 5.73940 1.63264
C: 0.37398 4.49976 1.03546
N: 0.07301 3.35621 1.65973
H: -5.11917 0.82645 0.83380
H: -4.06480 -0.56829 0.66493
H: -3.59912 0.97107 -0.05179
H: -5.34494 0.85077 3.76286
H: -3.95524 0.45744 4.76938
H: -4.56208 -0.71863 3.61095
H: -4.49718 3.17524 2.17964
H: -2.80926 3.41659 1.71463
H: -3.25348 3.36431 3.41116
H: 1.23509 -1.51717 3.77753
H: 1.02453 -1.80546 2.03135
H: 0.51706 -3.01196 3.21390
H: -1.39457 -0.98763 5.54492
H: -1.46469 -2.69110 5.09942
H: -2.88214 -1.66710 4.89080
H: -1.36166 -2.71016 1.03489
H: -2.98465 -2.13367 1.46201
H: -2.22845 -3.41794 2.38869
H: 1.20068 0.32086 4.82248
H: 1.15381 1.91886 5.55562
H: 1.85366 1.71500 3.95397
H: -1.61039 1.23905 6.09885
H: -2.75014 2.21945 5.19478
H: -1.35269 2.96914 5.96191
H: -0.79089 4.61909 4.62872
H: -0.31370 6.74653 3.44953
H: 0.49201 6.63223 1.07238
H: 0.72638 4.41422 0.01761
C: 3.88502 -2.75460 0.22899
Si: 2.52093 -3.64210 -0.74388
C: 1.58106 -4.76254 0.46342
C: 3.41373 -4.82705 -1.92788
As: 0.98989 -2.05474 -1.61225
Si: -0.25342 -3.50870 -3.01229
C: -1.58472 -4.39704 -1.98704
C: 0.60674 -4.93562 -3.93155
C: -1.12150 -2.54444 -4.40476
Si: 2.33071 -1.05274 -3.28901
C: 3.18508 -2.15204 -4.58602
C: 3.73485 -0.11656 -2.42584
C: 1.21887 0.09667 -4.29439
H: 4.41337 -3.45556 0.87828
H: 3.47314 -1.96246 0.85595
H: 4.61948 -2.30323 -0.44114
H: 2.21609 -5.57191 0.82812
H: 0.71434 -5.21168 -0.02550
H: 1.22032 -4.19940 1.32309
H: 4.27688 -5.27772 -1.43409
H: 3.77140 -4.31866 -2.82322
H: 2.75736 -5.63527 -2.25068
H: -1.12179 -4.99874 -1.20225
H: -2.16149 -5.07290 -2.62134
H: -2.28319 -3.71121 -1.50824
H: 0.80398 -5.77690 -3.26556
H: 1.55349 -4.63357 -4.38034
H: -0.04619 -5.28868 -4.73203
H: -1.16573 -1.47373 -4.20785
H: -2.14023 -2.90679 -4.55491
H: -0.58069 -2.67087 -5.34460
H: 3.99887 -2.73837 -4.15781
H: 3.61430 -1.51380 -5.36174
H: 2.49046 -2.83870 -5.07264
H: 4.70798 -0.53282 -2.69192
H: 3.63896 -0.16928 -1.34047
H: 3.72916 0.93711 -2.71307
H: 0.82791 -0.40937 -5.17886
H: 1.77228 0.97659 -4.62174
H: 0.37160 0.44575 -3.70108
N: -4.46018 -0.12798 -4.00479
N: -3.47008 -0.23480 -3.06399
N: -3.48488 -1.16354 -2.14363
C: -2.33577 -0.92589 -1.52123
N: -1.67046 0.09514 -2.06906
N: -2.41854 0.53537 -3.05483
H: -5.33127 -0.46748 -3.62555
H: -4.50232 0.81292 -4.36717
H: -1.99272 -1.45980 -0.65330

Properties
**HOMO**: -0.257 Ha

(2)
Computed, not measured: 12 unconnected molecules or ions with the total composition C32H85N7O24P4, with the ωB97M-V functional and the def2-TZVPD basis.

Positions of all 152 atoms, in Å:
N: 15.56848 14.49625 13.12850
H: 15.90052 13.87894 12.34245
H: 15.75562 14.13403 14.05409
H: 14.54039 14.76315 13.02901
H: 16.02079 15.42279 12.97485
C: 11.07273 13.36038 13.21640
C: 12.38003 14.06360 13.57660
O: 12.92556 14.87163 12.74876
O: 12.80792 13.77606 14.73325
H: 10.95126 13.06113 12.17368
H: 10.33510 14.14831 13.45042
H: 11.03515 12.49259 13.86637
C: 13.87142 8.82103 17.76557
O: 14.87353 8.26383 17.38220
N: 13.84621 10.03136 18.30037
C: 12.61659 10.62682 18.74949
C: 15.05141 10.83527 18.22986
H: 12.83371 8.37017 17.61574
H: 12.27909 11.41821 18.07089
H: 12.88844 11.13893 19.71472
H: 11.84360 9.87740 18.92134
H: 14.85368 11.58314 17.48676
H: 15.24722 11.35082 19.14700
H: 15.79826 10.06046 18.14932
C: 10.03805 15.31117 10.50775
O: 9.24260 14.41126 10.33480
N: 9.94409 16.17756 11.53686
C: 10.85994 17.31344 11.69338
C: 8.74958 16.16518 12.37318
H: 10.88666 15.58747 9.85364
H: 11.84245 17.12358 11.17849
H: 11.11292 17.52347 12.77495
H: 10.38485 18.24097 11.21163
H: 8.24915 15.18304 12.29182
H: 9.01262 16.42521 13.37860
H: 8.04221 16.93863 12.05578
C: 20.46909 8.68330 17.36071
O: 20.34625 7.47713 17.44961
N: 19.99784 9.36113 16.26801
C: 19.38246 8.55839 15.21990
C: 20.44281 10.74277 16.08932
H: 21.00689 9.34609 18.08093
H: 19.25244 9.26771 14.38258
H: 18.35303 8.15559 15.41346
H: 19.99450 7.69835 14.91128
H: 19.63002 11.43165 15.82309
H: 20.99892 11.15317 16.90443
H: 21.08845 10.79796 15.19370
C: 15.04469 11.51612 14.77110
O: 16.09542 12.11086 14.92160
N: 14.95963 10.22329 14.33262
C: 13.69319 9.57239 14.22559
C: 16.13195 9.37468 14.17550
H: 14.06988 12.06040 14.90336
H: 12.86429 10.22237 14.43482
H: 13.69883 8.74727 14.96873
H: 13.51197 9.29781 13.21994
H: 15.82400 8.34077 14.40805
H: 16.56355 9.50573 13.18576
H: 16.81117 9.60197 14.96505
C: 15.53549 12.24632 9.63581
O: 15.77738 12.90644 10.61219
N: 14.61784 11.27148 9.61569
C: 14.20317 10.52551 8.44439
C: 13.82501 10.97187 10.84194
H: 15.95532 12.44197 8.60936
H: 14.81739 10.74512 7.64326
H: 13.12213 10.61859 8.24115
H: 14.28693 9.48332 8.67186
H: 13.98631 9.90532 11.02198
H: 14.21916 11.59271 11.62433
H: 12.72062 11.11211 10.74477
C: 14.29787 14.64595 7.87195
O: 14.97212 14.08868 7.00272
N: 14.80490 15.45115 8.81422
C: 14.10204 15.88012 10.02172
C: 16.23918 15.75029 8.69915
H: 13.19641 14.47235 8.04557
H: 13.81513 16.90818 9.93847
H: 14.81589 15.82544 10.84187
H: 13.28279 15.22164 10.19993
H: 16.85161 15.01116 9.15895
H: 16.51242 15.77250 7.62007
H: 16.45704 16.66901 9.21972
C: 18.83707 14.75906 14.84984
O: 19.61076 14.83031 13.68498
P: 20.58470 13.65863 13.24284
O: 21.74856 13.35378 14.08282
O: 19.60486 12.39523 13.04019
C: 18.30714 12.47223 12.43047
O: 20.98809 14.09098 11.74629
C: 22.27040 14.60412 11.33072
H: 19.45639 14.78604 15.72512
H: 18.26658 13.84622 14.98245
H: 18.09508 15.56054 14.78741
H: 18.00836 13.51532 12.54556
H: 17.65801 11.87733 13.03766
H: 18.36181 12.24915 11.39149
H: 22.14171 14.97859 10.31503
H: 23.09139 13.85710 11.41930
H: 22.69099 15.48171 11.88898
C: 13.80453 17.58963 14.53709
O: 14.24759 18.93346 14.25552
P: 14.00005 20.13305 15.25047
O: 12.86818 20.00851 16.16357
O: 15.37952 20.34827 15.96889
C: 15.38336 21.17950 17.10581
O: 14.01820 21.36741 14.23093
C: 12.88032 22.03336 13.84544
H: 12.72200 17.55372 14.74844
H: 14.43260 17.19665 15.30890
H: 14.07807 17.05793 13.63079
H: 15.02174 20.59536 17.97349
H: 14.65909 22.01015 16.97206
H: 16.39703 21.52000 17.31444
H: 12.04058 22.05838 14.58807
H: 12.53365 21.62708 12.88857
H: 13.13338 23.07091 13.71715
C: 16.82103 17.50527 18.29179
O: 17.01961 16.09095 18.42651
P: 16.20642 15.14421 17.48775
O: 16.27066 15.32062 16.01673
O: 16.62197 13.74542 18.07706
C: 17.78020 12.95648 17.87428
O: 14.81491 15.36364 18.14006
C: 13.53822 14.88752 17.58149
H: 16.79698 17.84555 17.27903
H: 17.74935 17.91613 18.73888
H: 16.02561 17.76453 19.00288
H: 17.74032 12.04430 18.44886
H: 18.67427 13.54078 18.18770
H: 17.92657 12.74251 16.82890
H: 13.42796 13.92025 18.04624
H: 13.51320 14.77845 16.50641
H: 12.81995 15.61585 17.96856
C: 15.68982 19.87716 11.02162
O: 16.39433 19.67945 12.29013
P: 16.97193 18.25035 12.61758
O: 16.07828 17.07684 12.44985
O: 18.26623 18.21180 11.60435
C: 18.86605 16.94359 11.18890
O: 17.59266 18.49119 14.05407
C: 18.28965 19.64293 14.44814
H: 16.42910 19.83068 10.24171
H: 15.04025 20.73102 11.06618
H: 15.03810 18.97503 10.91204
H: 18.38947 16.14023 11.68275
H: 19.87995 17.04465 11.55185
H: 18.74308 17.01274 10.13377
H: 19.25612 19.52326 14.06883
H: 18.20005 19.49078 15.48395
H: 17.70023 20.52879 14.06530

Properties
**HOMO**: -0.324 Ha

(3)
Computed, not measured: C7H13NO3S in the gas phase, with the ωB97M-V functional and the def2-TZVPD basis.

Positions of all 25 atoms, in Å:
C: 3.03117 -0.48104 0.93042
N: 1.74489 0.03115 1.24881
C: 0.72961 -1.02273 1.10300
C: -0.20516 0.07276 0.46004
C: 1.00472 0.96215 0.36209
C: -0.93185 -0.27374 -0.83208
O: -1.49962 -1.56822 -0.62506
C: -2.06273 0.77633 -1.16224
C: -2.50065 1.46102 0.15582
S: -1.56358 0.61095 1.46292
O: -1.13256 1.62007 2.43031
O: -2.21441 -0.59097 1.85779
H: 3.87574 0.19438 1.09096
H: 3.18986 -1.42038 1.55855
H: 3.17422 -0.87859 -0.18246
H: 0.47937 -1.42275 2.04508
H: 0.87120 -1.70503 0.40674
H: 1.29748 1.02642 -0.75574
H: 0.91059 1.96414 0.75905
H: -0.31030 -0.39345 -1.70824
H: -2.35842 -1.31193 -0.22078
H: -2.75892 0.15156 -1.65285
H: -1.80388 1.57482 -1.78778
H: -2.34124 2.52106 0.33836
H: -3.61879 1.16690 0.23825

Properties
**SMILES string**: CN1CC2(C1)[C@@H](O)CCS2(=O)=O
**HOMO**: -0.334 Ha

(4)
Computed, not measured: 5 unconnected molecules or ions with the total composition CH11NO4, with the ωB97M-V functional and the def2-TZVPD basis.

Positions of all 17 atoms, in Å:
C: -5.12830 -1.04810 2.70371
N: -5.46242 0.15971 2.63913
H: -4.18044 -1.38265 2.27215
H: -5.63085 -1.87914 3.21301
H: -6.29542 0.35718 3.16453
O: 3.99850 1.98509 -2.40778
H: 4.36409 2.54672 -1.69407
H: 3.58889 2.60456 -3.05315
O: 4.70850 1.95851 0.37235
H: 4.23400 1.13909 0.30461
H: 4.22061 2.47617 1.03395
O: 3.61432 -1.41461 -0.86921
H: 3.84159 -0.68664 -1.44687
H: 2.65159 -1.56706 -0.95724
O: -2.46405 -1.80942 -1.89482
H: -2.82409 -2.06862 -1.06177
H: -3.23651 -1.37078 -2.31852

Properties
**SMILES string**: C=N.O.O.O.O
**HOMO**: -0.382 Ha

Computed values of strongest force on any atom (unit: eV/A) for the preceding records, in sequence: 1.178; 3.446; 5.636; 1.647.
Computed values of frontier orbital gap (unit: eV) for the preceding records, in sequence: 7.02; 9.14; 9.69; 11.01.